Record 1
{"formula": "C35H51EuNP2", "method": "ωB97M-V/def2-TZVPD", "species": ["Eu", "C", "C", "C", "C", "C", "C", "H", "H", "H", "C", "H", "H", "H", "C", "H", "H", "H", "C", "H", "H", "H", "C", "H", "H", "H", "C", "C", "C", "C", "C", "C", "C", "C", "H", "H", "H", "H", "H", "H", "H", "H", "H", "H", "H", "H", "P", "C", "C", "P", "C", "C", "C", "H", "H", "H", "H", "H", "H", "H", "H", "H", "H", "H", "H", "H", "H", "C", "C", "C", "C", "C", "C", "N", "C", "C", "C", "C", "C", "C", "H", "H", "H", "H", "H", "H", "H", "H", "H", "H"], "coordinates": [[-0.412, -2.617, -1.807], [1.119, 3.626, 0.439], [-0.272, 3.775, 0.162], [-0.054, 2.805, 2.239], [1.246, 3.042, 1.731], [-0.996, 3.275, 1.282], [2.254, 3.970, -0.451], [2.008, 3.800, -1.514], [3.152, 3.383, -0.214], [2.510, 5.035, -0.355], [2.521, 2.710, 2.400], [3.368, 3.190, 1.901], [2.707, 1.627, 2.425], [2.514, 3.052, 3.442], [-0.363, 2.138, 3.519], [0.186, 2.608, 4.348], [-0.090, 1.069, 3.488], [-1.431, 2.208, 3.748], [-2.463, 3.244, 1.441], [-2.826, 4.237, 1.757], [-2.757, 2.505, 2.198], [-2.957, 2.992, 0.491], [-0.882, 4.258, -1.096], [-1.314, 5.256, -0.925], [-1.705, 3.602, -1.422], [-0.146, 4.342, -1.905], [0.513, -3.352, -3.730], [0.644, -2.017, -4.016], [0.052, -1.398, -5.245], [-1.501, -1.447, -5.234], [-2.078, -1.239, -3.877], [-2.384, -2.258, -2.998], [-2.072, -3.752, -3.115], [-0.764, -4.194, -3.866], [0.375, -1.941, -6.144], [-1.888, -2.396, -5.686], [0.352, -0.352, -5.392], [-1.109, -4.313, -4.916], [1.324, -3.848, -3.095], [1.496, -1.461, -3.603], [-0.461, -5.166, -3.451], [-2.149, -4.266, -2.108], [-3.250, -2.037, -2.349], [-2.905, -4.128, -3.705], [-1.881, -0.656, -5.917], [-2.681, -0.322, -3.775], [0.808, 1.818, -1.955], [2.111, 0.546, -1.578], [0.873, 1.925, -3.795], [-2.023, 0.870, -0.492], [-0.783, 0.768, -1.919], [-3.575, 1.127, -1.477], [-2.389, -0.834, 0.118], [2.058, 0.119, -0.556], [3.086, 1.050, -1.671], [2.076, -0.282, -2.296], [0.168, 1.210, -4.247], [1.883, 1.732, -4.181], [0.560, 2.930, -4.096], [-2.404, -1.628, -0.665], [-3.439, -0.882, 0.464], [-1.764, -1.118, 0.986], [-0.440, -0.284, -2.115], [-1.313, 1.118, -2.843], [-4.200, 1.704, -0.765], [-4.135, 0.208, -1.728], [-3.485, 1.742, -2.396], [-1.282, -3.952, 2.288], [-0.101, -3.819, 1.542], [0.797, -2.816, 1.829], [0.589, -1.926, 2.910], [-0.590, -2.112, 3.711], [-1.507, -3.105, 3.387], [1.415, -0.864, 3.147], [2.271, -0.795, 4.204], [2.378, 0.424, 4.938], [3.178, 0.518, 6.063], [3.940, -0.580, 6.483], [3.896, -1.770, 5.743], [3.090, -1.878, 4.616], [-2.028, -4.711, 2.039], [0.117, -4.520, 0.729], [1.709, -2.680, 1.242], [-0.754, -1.429, 4.548], [-2.411, -3.213, 3.998], [1.767, 1.267, 4.608], [3.202, 1.460, 6.616], [4.558, -0.503, 7.379], [4.498, -2.625, 6.051], [3.046, -2.801, 4.033]], "forces_ev_per_angstrom": [[1.6266, 1.5326, 4.3944], [-0.8502, 0.0254, 0.2187], [2.3566, -0.0577, -0.3526], [-2.7052, 0.6755, -1.3217], [0.3208, 0.4965, -1.6190], [1.2541, -1.3820, 2.9852], [0.3837, 0.8279, -0.1996], [0.1991, 0.2111, 0.4774], [-0.2021, 0.1518, -0.1134], [0.1777, -0.1656, -0.0544], [0.3613, 0.0674, 0.1591], [-0.1146, -0.1060, 0.1130], [-0.0994, 0.1249, -0.0331], [0.0200, -0.0351, -0.0917], [-0.1673, -0.2120, 0.4927], [-0.1827, -0.1364, -0.0503], [-0.0711, 0.3059, 0.0617], [0.1907, -0.0202, 0.0802], [-0.5210, 0.5240, 0.0562], [-0.0738, -0.2681, -0.0249], [-0.0631, 0.2166, -0.2707], [0.0233, 0.2740, 0.4642], [-0.1130, 0.5696, -0.0845], [-0.0472, -0.1439, -0.1616], [0.1333, 0.1462, 0.0410], [-0.2345, 0.0417, 0.2538], [1.3982, -2.7022, 0.0793], [0.6130, 1.6306, -0.6388], [-0.8662, 0.1095, -0.6103], [0.4977, 0.1374, -1.2750], [-2.1948, -1.9394, 0.3604], [-2.2853, 1.6911, -1.8444], [-0.7268, -0.2536, -0.2197], [0.5989, -0.3343, -0.8062], [0.1423, 0.1193, 0.0994], [0.3826, 0.6121, 0.5849], [0.0858, -0.4276, 0.2605], [0.6185, -0.1131, 0.5800], [-0.8274, 0.4045, -1.0088], [0.0120, -0.5749, -0.3786], [-0.4794, -0.0211, -0.5362], [-0.1857, 0.4738, -0.7351], [0.6477, -0.1013, -0.0346], [-0.1116, -0.3858, 0.2090], [0.1706, -0.3930, 0.4806], [0.6593, -0.3709, 0.4653], [-0.8562, -0.9803, 0.2988], [0.0210, -0.1981, -0.0904], [0.0512, -0.3760, -0.3683], [0.4280, 0.1690, -0.7270], [0.2671, -0.6526, -0.3146], [-0.7398, 0.3103, 0.2837], [-0.1832, -0.9844, -0.1497], [-0.1829, 0.4744, -0.3588], [-0.2462, -0.2352, 0.0422], [0.1643, 0.1565, 0.1403], [0.4136, 0.2380, 0.0109], [-0.2265, 0.1166, 0.0376], [0.1360, -0.1223, 0.0252], [0.1828, 0.4616, 0.6428], [0.4463, 0.4118, 0.0517], [-0.1195, 0.0594, -0.4628], [-0.2887, 0.9114, -0.2493], [0.3226, -0.5076, 0.8869], [-0.0624, -0.2891, -0.5739], [0.3202, 0.2754, 0.0543], [0.2218, -0.2798, 0.5800], [-0.0583, 0.0284, 0.1617], [-0.9613, -0.3374, -0.0586], [0.6637, 1.0569, 0.2446], [-1.0999, -1.3915, 0.0957], [0.9607, 0.2220, -0.5520], [0.0961, -0.0473, -0.2965], [0.3184, 1.0211, 0.3753], [0.2715, -0.0193, 0.4814], [-0.1453, 0.0715, -0.4660], [0.0221, -0.0764, -0.0194], [-0.1777, 0.0330, -0.2024], [0.0398, 0.0149, -0.1342], [-0.4128, -0.2461, 0.2448], [0.3664, 0.1793, 0.0802], [-0.0743, 0.0838, 0.2543], [-0.1747, -0.1323, 0.1523], [0.0185, -0.2678, -0.2362], [0.3957, -0.0056, -0.3247], [0.3059, -0.4103, 0.2345], [0.0279, -0.3459, -0.1253], [-0.1602, -0.0733, -0.3023], [-0.1280, 0.2454, -0.0869], [0.0847, 0.2126, 0.2683]], "multiplicity": 7, "total_charge": 1, "orbital_gap_ev": [5.750, 4.875]}


Record 2
{"formula": "C35H52AsP3SeTi", "method": "ωB97M-V/def2-TZVPD", "species": ["Ti", "P", "P", "P", "H", "C", "C", "H", "C", "C", "C", "C", "C", "C", "C", "C", "C", "H", "H", "H", "H", "H", "H", "H", "H", "H", "H", "H", "H", "H", "H", "H", "H", "H", "H", "H", "H", "H", "H", "H", "H", "H", "H", "H", "H", "H", "C", "C", "C", "C", "C", "C", "Se", "H", "H", "H", "H", "H", "H", "C", "C", "C", "C", "C", "C", "As", "C", "C", "C", "C", "C", "C", "C", "C", "C", "C", "C", "C", "H", "H", "H", "H", "H", "H", "H", "H", "H", "H", "H", "H", "H", "H", "H"], "coordinates": [[0.127, -0.395, 0.310], [-0.864, -1.896, 2.032], [1.427, 0.761, 2.180], [-0.184, -2.286, -1.381], [6.428, 1.295, -2.976], [5.605, 1.278, -3.737], [4.284, 1.436, -3.461], [3.886, 1.704, -2.466], [0.089, -3.265, 2.820], [-1.504, -1.075, 3.573], [-2.373, -2.840, 1.511], [2.917, 1.586, 1.485], [0.598, 2.190, 2.985], [2.040, -0.120, 3.668], [1.019, -1.985, -2.721], [-1.806, -2.456, -2.215], [0.148, -4.033, -0.959], [5.988, 1.045, -4.771], [3.571, 1.354, -4.303], [-0.513, -3.728, 3.615], [1.021, -2.900, 3.270], [0.363, -4.049, 2.103], [-1.947, -1.862, 4.197], [-2.277, -0.329, 3.359], [-0.729, -0.576, 4.166], [-3.003, -3.053, 2.392], [-2.119, -3.806, 1.047], [-2.991, -2.284, 0.793], [3.457, 2.080, 2.310], [2.637, 2.365, 0.756], [3.587, 0.868, 0.989], [1.239, 2.561, 3.800], [-0.371, 1.892, 3.405], [0.433, 2.991, 2.253], [2.512, 0.628, 4.322], [2.782, -0.882, 3.393], [1.237, -0.600, 4.241], [0.858, -2.744, -3.502], [2.055, -2.041, -2.354], [0.859, -0.986, -3.160], [-1.785, -3.189, -3.040], [-2.096, -1.475, -2.610], [-2.554, -2.782, -1.483], [0.072, -4.645, -1.868], [-0.581, -4.409, -0.231], [1.155, -4.093, -0.532], [4.485, -2.353, -0.350], [4.733, -1.317, -1.302], [5.786, -1.542, -2.186], [6.590, -2.681, -2.067], [6.239, -3.730, -1.211], [5.166, -3.559, -0.386], [3.164, -2.494, 1.086], [2.659, -1.486, 0.142], [4.142, -0.391, -1.377], [6.005, -0.818, -2.987], [7.490, -2.740, -2.659], [6.798, -4.685, -1.198], [4.828, -4.372, 0.271], [-4.724, 2.209, 3.623], [-4.873, 0.979, 2.965], [-4.014, 0.651, 1.913], [-2.991, 1.504, 1.510], [-2.856, 2.736, 2.173], [-3.682, 3.063, 3.257], [-1.706, 1.013, 0.034], [-3.002, 0.773, -1.460], [-2.637, 1.208, -2.743], [-3.499, 1.000, -3.826], [-4.723, 0.345, -3.636], [-5.066, -0.134, -2.363], [-4.201, 0.089, -1.292], [-1.404, 2.887, -0.534], [-2.509, 3.731, -0.668], [-2.331, 5.090, -0.914], [-1.043, 5.598, -1.036], [0.071, 4.756, -0.929], [-0.112, 3.388, -0.694], [-5.420, 2.498, 4.412], [-5.654, 0.284, 3.270], [-4.179, -0.290, 1.399], [-2.149, 3.481, 1.797], [-3.520, 4.016, 3.788], [-1.693, 1.739, -2.886], [-3.212, 1.379, -4.815], [-5.409, 0.216, -4.467], [-6.002, -0.656, -2.187], [-4.491, -0.266, -0.310], [-3.514, 3.343, -0.533], [-3.191, 5.754, -0.986], [-0.884, 6.658, -1.209], [1.084, 5.149, -1.014], [0.754, 2.725, -0.619]], "forces_ev_per_angstrom": [[2.6768, -2.1036, 0.2436], [-1.2041, -1.3378, 1.8365], [0.8865, 1.1259, 1.2665], [-0.2085, -1.5915, -1.1576], [-1.0645, 0.3156, -0.5907], [-0.3085, -0.1394, 0.0769], [1.2890, -0.0434, -0.8392], [0.4009, -0.1867, -0.5758], [0.5698, -0.0299, -0.2381], [0.0222, 0.3548, -0.1166], [-0.2544, 0.0879, -0.3309], [0.1422, -0.0465, -0.2549], [-0.3774, -0.0444, -0.1836], [0.2136, -0.4012, -0.0417], [0.0687, 0.4711, -0.1126], [-0.1934, 0.5728, 0.0418], [0.2662, 0.1460, 0.5058], [-0.7407, 0.3295, 1.1415], [0.3396, 0.1414, 0.6823], [-0.0152, 0.2764, -0.2760], [-0.2345, -0.0066, -0.0654], [-0.1073, 0.2617, 0.0520], [0.1303, 0.1033, -0.2114], [0.1441, -0.1962, -0.0898], [-0.1039, -0.2120, -0.2715], [0.3773, 0.1378, -0.2311], [0.0598, 0.4130, 0.2112], [0.1665, -0.0392, 0.1848], [-0.1806, -0.2329, -0.2587], [-0.0029, -0.3023, 0.2972], [-0.1345, 0.1706, 0.2385], [-0.1372, -0.1596, -0.3610], [0.1765, 0.0969, -0.0699], [0.0001, -0.1398, 0.1655], [-0.0791, -0.1680, -0.2741], [-0.1906, 0.2839, 0.0999], [0.2037, 0.1784, -0.2496], [0.0945, 0.2253, 0.2156], [-0.2672, -0.0782, -0.0837], [0.0669, -0.3355, 0.0339], [0.3103, 0.2466, 0.3775], [-0.1426, -0.2757, -0.0020], [0.1392, 0.1222, -0.1861], [0.0744, 0.2682, 0.1669], [0.2000, 0.0749, -0.1783], [-0.1747, -0.2218, -0.1075], [0.4349, -0.2958, -0.6461], [-0.4253, -0.9159, 0.9862], [0.3542, 0.0063, -0.0764], [-0.1932, -0.1706, 0.0705], [1.2129, -0.1690, -0.8727], [-0.4468, -0.4075, 0.6783], [-0.0451, 1.1001, -0.8888], [-1.2887, 0.6660, 0.3045], [0.2705, -0.4782, 0.1569], [-0.1638, -0.4959, 0.7405], [-0.0727, -0.1721, -0.2289], [-0.3016, 0.8148, -0.0411], [0.3614, 0.3054, -0.2945], [0.1720, -0.3583, -0.0444], [0.1691, 0.6012, -0.0366], [-0.1393, -0.5065, 0.1942], [0.2609, 0.0924, 0.3535], [0.3238, -0.0272, -0.0276], [-0.0218, 0.2265, -0.2711], [-5.0868, 4.3958, -0.7497], [0.1977, -0.9671, -0.6596], [0.1875, -0.0570, 0.1281], [-0.0071, 0.1172, 0.1194], [0.1817, -0.0475, 0.3908], [0.3618, 0.4692, -0.3015], [-0.0804, -0.2943, 0.2596], [0.8313, -0.0248, 0.1918], [-0.1250, -0.0242, 0.0793], [0.0977, -0.2563, 0.0008], [0.6144, -0.1424, 0.0480], [-0.1436, -0.1626, -0.0708], [-0.1473, 0.2775, 0.1614], [0.2771, -0.1478, -0.1464], [0.1130, 0.1988, -0.1799], [0.1432, 0.0102, 0.3800], [-0.0727, -0.3377, 0.4287], [-0.2173, -0.5814, -0.4315], [-0.3025, -0.1170, -0.0991], [-0.1927, -0.2062, 0.4770], [0.1426, -0.0349, 0.0773], [0.1175, 0.1215, -0.1140], [-0.0545, 0.0079, -0.3722], [0.0815, 0.0274, -0.0705], [0.1893, -0.2327, -0.0286], [-0.0624, -0.1092, 0.0141], [-0.3076, -0.0014, -0.0662], [-0.0949, 0.1913, -0.0027]], "multiplicity": 2, "total_charge": 3, "orbital_gap_ev": [4.888, 5.239]}


DFT total energy list, top to bottom, in eV: -76501.1431 -214277.2545